No. 1
Computed, not measured: a gas-phase ion, C6H10 (charge +1), with ωB97M-V with the def2-TZVPD basis set.

XYZ file:
```
16
Properties=species:S:1:pos:R:3:forces:R:3
C 1.1494 -1.8097 -1.5355 2.2641 -0.1383 1.5518
C 0.1477 1.1088 0.8143 -0.5049 -0.2209 0.7769
C -0.7750 1.5247 1.8958 0.3599 0.4932 -0.1538
C -1.2885 -0.6220 -0.0650 0.0456 0.0740 1.8090
C 0.8962 -0.3584 -1.1842 -3.3666 -1.4803 -0.6078
C -0.0959 0.0533 -0.0465 1.1550 -1.1985 -1.2970
H -1.7163 1.9132 1.4930 -0.0374 -0.0888 -0.0322
H -1.0074 0.6690 2.5275 -0.0615 0.0005 0.1000
H -0.3207 2.3080 2.4980 -0.0966 -0.0541 0.0413
H 1.1336 1.5680 0.8004 -0.0404 0.0035 -0.1967
H 1.1049 -2.1035 -2.5754 -0.1557 0.2171 0.0096
H 1.5695 0.4585 -1.4137 0.2302 -0.1596 -0.4300
H -1.3817 -1.6318 -0.4502 0.0300 0.2330 -0.7150
H 1.7783 -2.4433 -0.9142 -0.3439 -0.1308 0.1429
H -2.1481 -0.2626 0.4854 -0.0808 0.0853 0.0337
H 0.0455 -0.5413 -1.8804 0.6030 2.3647 -1.0327
```
Positions in Å, forces in eV/Å.

Properties
2S+1: 2
E_LUMO (alpha / beta) in eV: -7.206 / -7.197
Total charge: +1
Energy above the lowest of the compared OMol25 structures with the same formula, charge and spin in kcal per mole: 69.52

For each atom in turn, the Löwdin charge in e is: C 0.0535; C 0.0729; C -0.0350; C 0.2626; C -0.1683; C -0.2449; H 0.1180; H 0.1124; H 0.0971; H 0.1451; H 0.0681; H 0.1261; H 0.1190; H 0.0619; H 0.1064; H 0.1051

=====

No. 2
Computed, not measured: a single C5H4 molecule, with ωB97M-V with the def2-TZVPD basis set.

XYZ file:
```
9
Properties=species:S:1:pos:R:3:forces:R:3
C -0.4855 -0.6612 -0.8089 1.7121 2.2309 0.7722
C 0.4856 0.9083 2.6013 -0.1879 0.0183 3.9421
C 0.4420 0.6836 1.4451 -0.2875 0.2546 -2.2220
C 0.6783 0.2494 -1.1217 -2.0183 -1.8509 2.6123
C 0.3089 0.3877 0.1027 -1.0093 -1.1340 -0.9664
H -0.4462 -1.6235 -0.4196 0.8694 -1.9198 0.0530
H 1.1336 0.6254 -1.9202 2.2699 1.2492 -2.9020
H 0.4089 0.8929 3.6955 0.2694 0.2901 -1.2103
H -1.3642 -0.4905 -1.3519 -1.6178 0.8616 -0.0790
```
Positions in Å, forces in eV/Å.

Properties
2S+1: 1
SMILES: C#CC1=CC1
E_LUMO in eV: 0.844
Energy above the lowest of the compared OMol25 structures with the same formula, charge and spin in kcal per mole: 39.72

For each atom in turn, the Löwdin charge in e is: C -0.0512; C 0.1153; C -0.1148; C 0.0202; C -0.1834; H 0.0531; H 0.0551; H 0.0518; H 0.0539

=====

No. 3
Computed, not measured: 2 unconnected molecules or ions with the total composition C5H9N, with ωB97M-V with the def2-TZVPD basis set.

XYZ file:
```
15
Properties=species:S:1:pos:R:3:forces:R:3
N 3.0782 -0.6702 0.9292 -2.2280 1.2354 -1.2372
C 1.4262 0.8396 -0.6090 0.7822 0.9651 2.1832
C -1.5976 -0.0645 0.5145 -0.9336 0.4908 3.2655
C -2.8528 -0.3602 0.9712 0.7209 0.4429 -3.0102
C 0.3880 0.4062 -1.2684 -6.4780 -1.4047 -2.1055
C -1.3116 0.0254 -0.8225 6.7751 0.5950 -1.7199
H -2.9245 -0.5996 2.0140 -0.8809 -0.1383 0.0994
H 3.9726 -0.5627 1.3207 1.6022 0.6476 0.5135
H 0.4422 0.2665 -2.3719 -0.3463 0.6545 0.5213
H -1.9852 0.3308 -1.5911 -0.2340 -0.1805 -0.6118
H -0.8154 0.0923 1.2905 -0.2949 -0.4834 -0.9114
H 2.3017 0.1996 -0.0598 0.7625 -1.2838 1.9578
H -3.6088 -0.4151 0.0923 0.6387 -0.1857 2.3550
H 3.0910 -1.6069 0.5940 -0.2123 -1.0607 -0.4914
H 1.6664 1.9074 -0.5081 0.3264 -0.2943 -0.8083
```
Positions in Å, forces in eV/Å.

Properties
2S+1: 1
E_LUMO in eV: -2.119
Energy above the lowest of the compared OMol25 structures with the same formula, charge and spin in kcal per mole: 236.01

For each atom in turn, the Löwdin charge in e is: N -0.0803; C 0.0507; C -0.3006; C 0.0144; C -0.0425; C 0.0043; H 0.0461; H -0.0925; H 0.1069; H 0.0698; H 0.1195; H -0.0196; H 0.0954; H -0.0798; H 0.1083

=====

Q: Among the records above, which one has the highest energy above the lowest of the compared OMol25 structures with the same formula, charge and spin?
A: C5H9N

=====

Q: Look up the 2S+1 of the second one.
A: 1

=====

Please write out number 2 again, unchanged.
Computed, not measured: a single C5H4 molecule, with ωB97M-V with the def2-TZVPD basis set.

XYZ file:
```
9
Properties=species:S:1:pos:R:3:forces:R:3
C -0.4855 -0.6612 -0.8089 1.7121 2.2309 0.7722
C 0.4856 0.9083 2.6013 -0.1879 0.0183 3.9421
C 0.4420 0.6836 1.4451 -0.2875 0.2546 -2.2220
C 0.6783 0.2494 -1.1217 -2.0183 -1.8509 2.6123
C 0.3089 0.3877 0.1027 -1.0093 -1.1340 -0.9664
H -0.4462 -1.6235 -0.4196 0.8694 -1.9198 0.0530
H 1.1336 0.6254 -1.9202 2.2699 1.2492 -2.9020
H 0.4089 0.8929 3.6955 0.2694 0.2901 -1.2103
H -1.3642 -0.4905 -1.3519 -1.6178 0.8616 -0.0790
```
Positions in Å, forces in eV/Å.

Properties
2S+1: 1
SMILES: C#CC1=CC1
E_LUMO in eV: 0.844
Energy above the lowest of the compared OMol25 structures with the same formula, charge and spin in kcal per mole: 39.72

For each atom in turn, the Löwdin charge in e is: C -0.0512; C 0.1153; C -0.1148; C 0.0202; C -0.1834; H 0.0531; H 0.0551; H 0.0518; H 0.0539